[1]
Molecular formula: C15H23F10N4OPdSb
Method: DFT, the ωB97M-V functional and the def2-TZVPD basis

<S²>   0.7935
Spin multiplicity   2
Total charge   +1
ΔE to the lowest compared entry with this formula, charge and spin   0.116 eV
Kohn-Sham gap (alpha / beta)   8.039 / 6.613 eV

```
55
C15H23F10N4OPdSb | the OMol25 dataset | the ωB97M-V functional and the def2-TZVPD basis
H 1.85681 -2.36154 0.62069
H 5.17664 2.69216 0.28629
F -0.48052 0.72465 1.92995
H -0.91137 -1.71500 -2.21006
F -1.10712 -1.87739 1.79001
C 1.45862 -0.96717 -2.49499
H 4.28547 2.15615 -1.14668
H 1.47969 1.69477 -2.43787
C -4.57801 0.45650 1.84199
C -2.10703 -0.00375 -1.78589
H 2.10155 -2.50531 2.35334
C -2.46154 0.40379 0.64762
F -5.89872 0.37433 1.81055
C -2.54032 0.76716 3.06579
C 3.29394 0.06475 0.66539
H -1.06525 -0.60475 -3.59206
N 3.24432 -0.99363 1.48046
H 2.40612 -0.49405 -2.25272
C 2.02055 -1.79668 1.53596
C 5.79007 0.24617 0.36799
C -1.84326 0.64819 1.90396
F -2.75941 -2.38047 -0.20616
C -3.88195 0.33462 0.65771
Sb -1.46626 -3.43804 0.72343
N 4.42969 0.76753 0.44982
H 1.34651 -1.90196 -1.95282
H 0.58557 1.10851 -3.86274
H 6.19935 0.52042 -0.60587
H -0.27702 1.92504 -2.53687
F -2.75362 -3.99067 1.95633
H 3.91132 -1.97232 3.17853
H 6.42420 0.67881 1.14253
F -0.17800 -2.67938 -0.48685
H -2.97481 -0.65654 -1.81647
N 0.35491 -0.05464 -2.11644
H 1.14587 -1.18443 1.74674
H 1.40424 -1.15564 -3.56966
H -2.38039 0.96307 -2.21975
F -4.54644 0.15521 -0.46871
H 4.82391 -0.51807 2.79174
C -0.95475 -0.67197 -2.50741
H 3.40968 2.60545 0.33011
Pd 0.24930 0.26505 -0.13118
H 5.82004 -0.83217 0.43406
O 2.25090 0.52193 0.08496
F -1.74494 -4.85540 -0.45878
C 4.30714 2.13205 -0.05396
N -1.67109 0.22635 -0.40900
C 4.33809 -1.39364 2.36510
H -4.49751 0.75269 3.96419
C -3.93073 0.66762 3.04703
F -1.89843 0.96379 4.20652
C 0.54504 1.25689 -2.78112
H 5.07519 -2.02338 1.87175
F -0.04626 -4.29444 1.60708
```

Atom charges from the Mulliken analysis, given in e for atoms 1 to 2:
1. H 0.27
2. H 0.42

***

[2]
Molecular formula: C15H23F3NO2PW
Method: DFT, the ωB97M-V functional and the def2-TZVPD basis

<S²>   2.2234
Spin multiplicity   3
Total charge   +2
Kohn-Sham gap (alpha / beta)   5.836 / 5.075 eV

```
46
C15H23F3NO2PW | the OMol25 dataset | the ωB97M-V functional and the def2-TZVPD basis
H 1.05505 0.94494 3.69317
C 1.52927 2.21270 -3.25419
C -1.20784 2.75257 1.23072
H -3.30786 -1.54625 1.41862
C 1.19730 -0.00396 -2.22901
H -0.18711 -1.01931 -3.56435
C 2.29093 -3.88021 2.82794
O 0.59847 -2.21922 2.94230
C -1.87579 -2.09611 -1.61870
H 1.18775 -0.25096 1.40553
H 0.99165 2.42157 -4.19752
H -1.93427 2.44730 0.46328
H 1.77226 3.16607 -2.76410
W 1.22645 0.77786 -0.21645
H 2.46555 1.67478 -3.47120
H -1.20228 2.27078 -1.93936
H 0.89579 2.55540 -0.39843
H -0.72193 -0.65605 2.72023
C -0.76583 1.58635 -2.68320
H -0.80811 2.06241 -3.67839
C 1.28767 -2.84327 2.10913
H 0.86117 -2.08429 -2.62920
C -2.81780 -2.18446 -0.61222
C 0.26242 -1.15481 -2.56331
N 0.65769 1.37949 -2.38523
H -0.63966 3.61221 0.85118
C 0.58488 1.82952 3.25090
F 1.60711 -4.69184 3.69212
C -1.50492 -0.63321 0.71795
C -2.61512 -1.47278 0.57245
H -1.73913 3.03337 2.15351
H -0.23796 2.17532 3.88925
H -1.97463 -2.66084 -2.54728
H 1.80474 2.64443 -0.86605
P -0.04015 1.40447 1.61656
O 1.36743 -2.81162 0.86651
C -1.23071 0.04996 2.02044
H 2.14341 -0.10477 -2.78007
H -3.70865 -2.80200 -0.73062
C -0.56093 -0.48921 -0.32725
H -2.13129 0.46855 2.51460
H -1.34855 0.65549 -2.69948
H 1.33327 2.62163 3.15332
C -0.75282 -1.27416 -1.47361
F 2.96191 -4.67846 1.96146
F 3.23114 -3.18938 3.55805
```

Atom charges from the Mulliken analysis, given in e for atoms 1 to 2:
1. H 0.37
2. C -0.76